# C11H23LiNO10

A structure of composition C11H23LiNO10 (ωB97M-V with the def2-TZVPD basis set, the Open Molecules 2025 dataset).

E_LUMO = 0.090 Eh
Charge = -1
ΔE to the lowest compared entry with this formula, charge and spin = 594.9 kJ/mol
Frontier orbital gap = 6.7 eV

Geometry (Å):
Li 0.1529 0.5056 -2.4660
C 1.5212 2.2338 0.8657
C 0.9140 1.0241 1.6278
N -0.5059 0.4939 1.2173
C -1.3396 1.8122 0.9276
C -0.4923 -0.2402 -0.1926
C -1.8564 -0.7928 -0.7138
C -1.1007 -0.2385 2.4737
C -0.3082 -1.5706 2.8501
O -0.5381 -2.4949 1.8294
C 0.0838 -3.7081 2.0647
H 0.9340 3.0567 1.2733
H 1.3516 2.3571 -0.2039
H 2.5659 2.3664 1.1471
H 0.7217 1.3591 2.6471
H 1.5736 0.1578 1.6776
H -2.3952 1.6243 0.7314
H -1.0760 2.3046 -0.0085
H -1.3600 2.4203 1.8319
H 0.2651 -0.9968 0.0122
H -0.0465 0.4403 -0.9181
H -1.6502 -1.3553 -1.6244
H -2.7040 -0.1194 -0.8414
H -2.2135 -1.5400 -0.0051
H -2.1482 -0.4764 2.2883
H -1.0722 0.3220 3.4081
H -0.5109 -1.9605 3.8476
H 0.7439 -1.3047 2.9530
H -0.0944 -4.3669 1.2148
H -0.4015 -4.1856 2.9159
H 1.1407 -3.5978 2.3076
O 2.7624 -0.3424 -0.1100
C 2.4897 -0.3473 -1.4306
O 3.3203 -0.9549 -2.1252
O 1.3717 0.0736 -1.8585
H 3.6870 -0.5940 -0.0515
O -0.5833 -1.3349 -5.0706
C -0.2682 -0.7963 -3.8966
O -0.6254 -1.3263 -2.7919
O 0.2076 0.3342 -3.8532
H -0.1873 -0.5302 -5.4130
O -0.9619 3.2714 -1.3422
C -0.5679 2.1085 -1.8309
O -1.3279 1.1759 -2.0638
O 0.6294 2.0384 -1.9974
H -0.1010 3.6945 -1.3032

Cartesian forces, eV/Å:
Li -2.9 0.1 3.1
C -1.4 0.1 0.8
C -0.5 -0.5 -0.2
N -1.0 2.6 0.1
C -0.6 -1.6 1.2
C -0.8 -1.1 1.3
C -0.2 -0.8 2.8
C 0.9 -1.7 -0.5
C -0.4 1.7 -1.3
O -0.2 0.6 0.0
C -0.3 -0.9 0.3
H 0.4 0.6 0.2
H 0.5 -1.0 0.0
H -0.1 -0.2 -0.1
H 0.1 0.0 0.1
H -0.2 0.2 -0.4
H 0.0 -0.9 0.2
H 0.6 -0.2 1.6
H 0.6 0.2 -0.1
H -0.5 -0.3 -0.4
H -0.2 -0.7 2.8
H -0.3 0.6 0.4
H 0.6 0.4 -0.1
H 0.0 -0.3 0.5
H 0.2 0.0 -0.4
H 0.2 0.9 -0.5
H -0.9 0.0 0.2
H 0.4 0.0 -0.4
H 0.3 0.2 -0.1
H 0.0 -0.3 0.4
H 0.3 0.0 -0.3
O -0.2 1.0 2.2
C -2.1 -1.6 -4.0
O 1.1 0.3 0.0
O 9.5 -4.2 4.8
H 0.1 -0.3 -0.2
O 0.4 -0.2 -0.6
C -2.3 -1.5 5.3
O 1.3 -1.5 -3.2
O 1.2 0.3 -10.7
H 0.1 0.4 -2.7
O -2.0 3.1 0.4
C -0.7 -0.3 -2.2
O -3.8 2.2 -0.1
O 2.6 3.8 -0.3
H 0.1 0.7 0.1


# C11H23N4O

A cluster of 2 separate species, C11H23N4O in total (ωB97M-V with the def2-TZVPD basis set, the Open Molecules 2025 dataset).

E_LUMO = -0.173 Eh
Charge = +1
ΔE to the lowest compared entry with this formula, charge and spin = 268.3 kJ/mol
Frontier orbital gap = 7.5 eV

Geometry (Å):
C 2.2527 0.5729 -1.0501
C 2.2318 2.1380 -1.1738
N 3.0647 2.6555 -2.0389
C 1.2929 3.1257 -0.3901
C -0.2610 3.0050 -0.6924
C -0.6484 2.6648 -2.1726
N -1.7201 1.6172 -2.3094
C -1.6208 0.5673 -1.3722
N -2.1903 -0.6338 -1.7349
N -1.0517 0.6303 -0.0677
C -0.9622 2.0394 0.3798
H 2.0942 0.3067 0.0430
H 1.4024 0.0950 -1.6373
H 3.2349 0.1817 -1.4370
H 2.9460 3.6814 -2.0503
H 1.6107 4.2070 -0.5024
H 1.4311 2.8998 0.7205
H -0.7063 4.0268 -0.4605
H -1.0810 3.6098 -2.6355
H 0.1963 2.3559 -2.8496
H -1.6616 1.2205 -3.2607
H -1.6837 -1.3871 -2.1908
H -3.1787 -0.7368 -1.4917
H -0.1621 0.1233 0.0099
H -0.4702 2.1364 1.3972
H -2.0118 2.4518 0.5301
C -0.4459 -3.8530 3.0886
C -0.4439 -4.2100 1.6166
C -0.3770 -2.8437 0.9614
O 0.3463 -1.9867 1.8578
C 0.4820 -2.6546 3.1236
H -0.1162 -4.6643 3.7375
H -1.4528 -3.5555 3.3972
H 0.4552 -4.7846 1.3752
H -1.3129 -4.7897 1.3038
H -1.3784 -2.4185 0.8254
H 0.1266 -2.8682 -0.0094
H 1.5265 -2.9649 3.2284
H 0.2426 -1.9610 3.9314

Cartesian forces, eV/Å:
C -0.7 0.7 0.7
C 1.2 1.4 -1.9
N -1.5 -0.8 1.5
C 0.0 -0.8 0.9
C -0.1 0.3 1.2
C -0.4 1.8 -0.6
N 2.5 -2.5 3.1
C 0.7 0.5 -0.4
N -0.3 -0.1 -0.3
N -1.2 2.5 -2.8
C -0.2 1.5 0.0
H 0.4 0.0 -1.2
H 1.0 0.6 0.5
H -1.1 0.5 0.5
H 0.2 -0.5 0.0
H -0.1 -1.4 -0.3
H -0.2 0.4 -1.3
H 0.6 -1.3 -0.3
H 0.6 -1.2 0.5
H -0.5 0.2 1.0
H -1.1 0.1 0.6
H -0.3 0.4 0.2
H 0.7 -0.3 -0.1
H -0.7 -0.6 0.3
H -0.4 -0.4 -1.4
H 1.1 -0.9 -0.2
C -0.3 0.1 0.2
C 0.2 -0.3 -0.2
C -0.1 0.3 0.0
O -0.2 -0.1 -0.2
C 0.4 0.1 0.2
H 0.0 0.1 0.0
H 0.1 0.0 0.0
H -0.1 0.0 0.0
H 0.0 0.1 0.0
H 0.0 -0.1 -0.1
H 0.1 0.1 0.0
H 0.0 0.0 0.1
H 0.0 0.1 -0.1


# C11H23N5O3

An isolated molecule of C11H23N5O3 (ωB97M-V with the def2-TZVPD basis set, the Open Molecules 2025 dataset).

E_LUMO = 0.017 Eh
SMILES string = [H]/N=C(/N)NCCC[C@H](N)C(=O)N[C@H](C(=O)O)C(C)C
ΔE to the lowest compared entry with this formula, charge and spin = 40.7 kJ/mol
Frontier orbital gap = 8.6 eV

Geometry (Å):
H 4.4343 -2.5535 0.8333
N 3.8743 -2.6803 -0.0197
C 3.4445 -1.5257 -0.4423
N 2.6410 -1.3973 -1.5813
N 3.9303 -0.3391 0.1337
C 3.4852 1.0161 -0.2740
C 2.1433 1.3566 0.3578
C 1.3899 2.3815 -0.4878
C -0.0918 2.2577 -0.2866
N -0.5440 2.5492 1.0675
C -0.5952 0.9126 -0.8145
O 0.0656 0.2983 -1.6186
N -1.9045 0.6624 -0.4592
C -2.6213 -0.5381 -0.6527
C -4.1141 -0.2810 -0.8094
O -4.9107 -1.1132 -1.2052
O -4.4176 0.9713 -0.4998
C -2.3910 -1.7377 0.3871
C -2.6521 -1.2874 1.8535
C -1.0024 -2.3240 0.2839
H 1.9913 -2.1837 -1.7717
H 2.1883 -0.5118 -1.7271
H 4.4641 -0.4040 0.9955
H 3.3975 1.1024 -1.3609
H 4.2748 1.7172 0.0477
H 2.3347 1.7278 1.3849
H 1.5358 0.4993 0.4982
H 1.7246 3.3838 -0.2204
H 1.5935 2.2414 -1.5236
H -0.5326 2.9117 -1.0481
H -0.2626 1.7657 1.6583
H -0.2080 3.3974 1.4839
H -2.0822 1.2124 0.3945
H -2.1854 -0.8557 -1.5980
H -5.3827 1.0515 -0.6074
H -3.0374 -2.6216 0.1266
H -2.4273 -2.0802 2.5840
H -3.7178 -1.0435 1.9092
H -2.0018 -0.4552 2.1435
H -0.2245 -1.6521 0.5986
H -0.9415 -3.1670 0.9783
H -0.6643 -2.6643 -0.7116

Cartesian forces, eV/Å:
H -0.2 -0.1 -0.5
N -1.0 0.8 -0.2
C 1.4 -0.6 0.6
N -0.2 -0.8 0.6
N -0.5 0.8 -1.0
C 0.4 -1.1 0.8
C 0.8 1.6 0.4
C 0.3 -0.1 1.2
C 0.0 0.6 -0.4
N -0.7 -1.3 -0.1
C -1.0 0.3 0.0
O 0.0 -0.8 -0.4
N 1.5 1.6 2.4
C 0.1 -1.9 -0.2
C 0.2 -1.4 -1.0
O 0.7 1.0 0.7
O -1.0 0.5 0.2
C 0.1 0.0 -0.1
C -0.2 -0.5 -0.8
C 0.8 -0.4 -0.2
H 1.1 0.8 0.4
H -0.2 0.1 0.1
H -0.3 -0.2 -0.6
H 0.3 -0.3 0.1
H -0.4 -0.2 -0.2
H -0.2 0.0 -0.4
H -0.4 -1.2 -0.2
H -0.1 0.2 -0.1
H 0.3 -0.2 -0.9
H -0.4 0.5 0.5
H 0.0 0.4 0.1
H 0.2 0.3 -0.2
H -0.5 -0.3 -0.7
H -0.6 -0.7 -0.3
H 0.2 0.1 0.0
H -0.1 1.3 0.1
H -0.2 0.1 -0.4
H 0.2 0.3 0.5
H -0.3 0.1 -0.2
H 0.4 0.6 0.3
H 0.0 -0.1 -0.2
H -0.6 0.1 0.3


# C11H24Cl2N2O2PPdS

A structure of composition C11H24Cl2N2O2PPdS (ωB97M-V with the def2-TZVPD basis set, the Open Molecules 2025 dataset).

E_LUMO (alpha / beta) = -0.425 / -0.550 Eh
⟨S²⟩ = 6.10
Charge = +3
Spin multiplicity = 5
ΔE to the lowest compared entry with this formula, charge and spin = 0.0 kJ/mol
Frontier orbital gap (alpha / beta) = 6.0 / 4.4 eV

Geometry (Å):
C 0.4591 -2.9424 -2.5264
C -0.5221 -1.9085 -2.0565
H -0.1023 -3.7630 -2.9945
H 1.0470 -3.3118 -1.6739
H 1.1789 -2.5176 -3.2323
O -1.6823 -2.1534 -1.8201
Cl 2.3654 -0.4274 -2.2425
Pd 0.0665 0.1067 -1.6201
P 0.0906 0.8284 -3.9238
C -1.5284 1.4013 -4.5161
C 1.2303 2.2222 -4.1087
H 1.6424 -0.7642 -4.8624
H 0.6719 0.0173 -6.1513
H -0.0448 -1.2662 -5.1408
C 0.6415 -0.4115 -5.1398
H 2.1320 2.0277 -3.5225
H 1.4924 2.3533 -5.1631
H -1.4834 1.7137 -5.5679
H -1.8497 2.2509 -3.9039
H 0.7595 3.1225 -3.7100
H -2.2683 0.5995 -4.4144
C -1.8788 0.5705 -1.5112
O -2.9662 0.8357 -1.2498
Cl 0.2457 2.4167 -0.7182
C -1.0124 -2.1478 5.1914
C 0.1067 -1.5622 4.3411
N -0.5123 -1.0979 3.0829
C 0.1326 -0.1397 2.3222
S 0.8998 -0.6161 0.8684
N 0.2005 1.1227 2.7779
C -0.1703 1.5739 4.1275
C 1.0010 2.0848 4.9729
H -1.8226 -1.4113 5.2894
H -0.6284 -2.4332 6.1816
H -1.4414 -3.0259 4.6872
H 0.6153 -0.7312 4.8438
H 0.8714 -2.3392 4.1759
H -0.7723 -1.8987 2.4984
H 0.5561 1.7886 2.0820
H -0.8903 2.4011 4.0822
H -0.6937 0.7606 4.6454
H 1.4696 2.9807 4.5317
H 0.6037 2.3644 5.9645
H 1.7900 1.3262 5.1037

Cartesian forces, eV/Å:
C 0.8 -0.2 -0.7
C -3.8 -1.9 0.7
H 0.0 0.2 0.3
H -0.3 0.2 0.0
H -0.2 0.0 0.2
O 3.6 1.4 -0.6
Cl -0.8 0.3 0.9
Pd 0.6 0.1 0.3
P 0.5 1.1 -3.2
C -0.3 -0.1 0.6
C 0.1 0.0 0.6
H -0.2 0.1 -0.2
H -0.1 0.1 0.3
H 0.1 0.1 -0.1
C 0.0 -0.4 0.4
H 0.0 0.1 -0.2
H -0.1 0.0 0.1
H 0.2 -0.1 0.2
H 0.0 0.0 -0.2
H 0.0 0.0 -0.1
H 0.0 0.1 -0.1
C -4.3 0.9 2.1
O 3.8 -0.8 -1.3
Cl 0.1 -1.1 -0.1
C -0.5 -0.1 0.0
C -0.3 0.1 1.2
N 2.1 -0.6 -1.0
C -0.4 1.1 0.1
S -0.1 0.0 0.7
N -0.1 -0.7 0.2
C -0.7 -0.1 0.6
C 0.9 0.3 0.0
H 0.2 -0.2 0.2
H -0.2 0.1 -0.4
H 0.2 0.1 0.3
H -0.1 -0.2 -0.3
H -0.2 0.2 -0.5
H -0.5 0.1 0.1
H 0.2 0.1 0.3
H 0.0 0.0 -0.6
H 0.1 0.2 -0.4
H -0.2 -0.3 0.2
H 0.1 -0.1 -0.5
H -0.3 0.2 0.0


# C11H24ClF5N3O11S2V

A structure of composition C11H24ClF5N3O11S2V (ωB97M-V with the def2-TZVPD basis set, the Open Molecules 2025 dataset).

E_LUMO (alpha / beta) = -0.033 / -0.181 Eh
⟨S²⟩ = 2.05
Spin multiplicity = 3
Frontier orbital gap (alpha / beta) = 8.6 / 4.6 eV

Geometry (Å):
O -0.5465 0.1911 1.9919
V -0.0278 -1.2347 1.4962
C 1.7119 0.2301 -1.4605
O 1.1824 1.5835 -1.7146
O 0.8295 -0.3819 -0.5328
C 2.2044 -0.5679 -2.7346
F 2.7866 0.1853 -3.6690
F 3.2748 -1.3602 -2.3994
F 1.3475 -1.3952 -3.1989
C 0.3224 1.8692 -2.8011
C 0.0999 3.3966 -2.6610
H 1.0477 3.9196 -2.7889
H -0.7272 3.6804 -3.3118
H -0.2004 3.5918 -1.6315
H -0.6082 1.3538 -2.5636
H 0.7019 1.4956 -3.7521
H 2.6520 0.5414 -1.0051
N 1.7468 -1.3088 2.6508
S 2.9478 -0.3703 2.9453
O 4.2205 -0.7047 2.2650
O 2.9845 0.4545 4.1538
F 2.4173 0.7500 1.9934
S 2.1189 -2.2587 4.0384
O 1.4381 -1.8285 5.2458
O 3.4261 -2.8066 4.1227
F 1.3461 -3.6688 3.6450
Cl -1.5390 -2.3709 3.2391
C -3.1560 2.5101 -1.7379
O -3.1651 1.1021 -1.4606
C -3.5705 0.6305 -0.1444
C -3.4118 -0.8751 0.0992
N -1.9836 -1.2808 0.0290
C -1.9033 -2.7008 -0.3847
C -0.4999 -3.2144 -0.7940
O 0.2126 -3.1653 0.4591
C 1.4426 -3.8706 0.3494
H -2.6269 2.9853 -0.9119
H -4.1377 2.9700 -1.6235
H -2.6815 2.6301 -2.7118
H -4.6107 0.9156 0.0135
H -2.9566 1.1703 0.5766
H -4.0389 -1.4329 -0.5964
H -3.8360 -1.0914 1.0797
H -1.6886 -0.7674 -0.7892
H -2.5215 -2.7965 -1.2773
H -2.3409 -3.3486 0.3749
H 0.0104 -2.5714 -1.5112
H -0.6804 -4.1871 -1.2514
H 2.0368 -3.9155 1.2621
H 2.1648 -3.4304 -0.3383
H 1.2397 -4.8738 -0.0255
C 1.3080 3.9498 1.0806
N 0.1603 3.3268 1.7212
O -0.8352 2.8453 1.1353
O 0.2091 3.3385 2.9500
H 1.5069 4.9070 1.5627
H 1.0795 4.0073 0.0164
H 2.1162 3.2478 1.2861

Cartesian forces, eV/Å:
O 1.5 -2.5 -1.4
V -3.8 2.8 3.0
C -1.4 2.9 0.3
O 1.8 -2.4 0.5
O 1.5 0.1 -1.9
C 3.2 -0.7 1.4
F -1.5 1.0 0.0
F -0.5 0.1 1.2
F -2.3 -0.7 -1.4
C -0.9 0.6 0.9
C 0.1 -1.2 0.0
H -0.2 0.2 -0.6
H 0.4 0.4 -0.2
H -0.2 -0.2 0.0
H -0.4 -0.1 -0.3
H 0.2 0.3 -0.1
H 0.2 -0.5 0.7
N 0.1 -3.4 2.6
S 5.8 6.9 -2.2
O -2.8 -0.2 1.9
O -0.1 -3.0 -0.9
F -0.8 1.1 -1.8
S -4.4 -4.7 3.4
O 1.1 -0.1 -2.6
O 0.7 1.4 -0.6
F 0.2 1.9 -0.3
Cl 1.2 0.6 -1.6
C -0.1 -0.8 1.9
O -0.1 -1.4 -0.3
C 0.4 1.2 -0.3
C -0.1 1.0 0.3
N 0.7 -1.0 -0.4
C -0.2 -0.1 -1.4
C -1.9 1.5 1.4
O 0.8 -0.4 -0.7
C 1.4 -0.7 -0.1
H 0.8 0.3 -0.3
H -0.4 -0.2 -0.7
H -0.3 0.2 0.2
H -0.2 -0.1 0.1
H 0.0 0.0 0.3
H 0.3 -0.2 -0.4
H 0.3 0.1 0.2
H 0.6 0.4 -0.2
H -0.2 -0.3 -0.2
H 0.3 0.1 0.2
H 0.0 0.0 -0.1
H 0.6 -0.4 0.5
H -0.8 0.0 0.4
H -0.4 0.5 -0.5
H -0.1 -0.1 0.3
C 0.2 -0.4 -1.1
N -3.0 -0.8 2.6
O 2.3 1.2 -0.3
O 0.2 0.0 -1.1
H -0.2 -0.2 -0.1
H 0.3 0.2 0.2
H 0.2 0.2 -0.2